Entry 1:
C7H19N3 | ωB97M-V/def2-TZVPD

Geometry (Å):
C: -1.887 0.114 -0.976
C: -0.233 -1.206 -2.237
C: 0.430 0.002 -0.498
C: -0.594 1.076 1.675
C: 0.236 2.478 -0.015
C: 0.025 -2.040 1.001
C: 2.262 -0.741 0.830
H: -2.614 -0.483 -0.085
H: -1.955 1.125 -0.367
H: -2.573 0.148 -1.854
H: -0.814 -2.163 -1.764
H: -0.876 -0.963 -3.293
H: 0.832 -1.244 -2.537
H: 1.305 0.290 -0.994
H: -1.697 0.638 1.711
H: 0.130 0.587 2.537
H: -0.825 2.175 2.075
H: 0.691 2.393 -1.143
H: -0.945 3.215 0.017
H: 1.119 3.463 0.434
H: -1.026 -0.974 1.343
H: -0.346 -2.705 0.036
H: 0.606 -2.807 1.939
H: 2.894 -0.398 -0.146
H: 3.012 -1.597 1.328
H: 2.316 -0.008 1.749
N: -0.590 -0.193 -1.419
N: 0.079 1.074 0.523
N: 1.035 -1.259 0.131

For the total energy, the calculation gives -12026.1960 eV. Its frontier orbital gap is 8.895 eV. The value obtained for the energy above the lowest of the compared OMol25 structures with the same formula, charge and spin is 1119.6 kJ/mol.

=====

Entry 2:
C17H22N2O | ωB97M-V/def2-TZVPD

Geometry (Å):
C: 1.065 -1.227 -4.539
C: 0.007 -1.219 -3.437
O: 0.533 -1.199 -2.129
C: 1.154 -2.400 -1.721
C: 1.571 -2.284 -0.258
C: 0.387 -2.190 0.722
N: 0.484 -0.974 1.510
H: -0.038 -1.068 2.376
C: 0.044 0.232 0.813
C: -1.468 0.304 0.797
C: -2.176 0.632 1.950
C: -3.559 0.604 1.913
N: -4.255 0.269 0.838
C: -3.583 -0.048 -0.255
C: -2.199 -0.044 -0.332
H: -1.692 -0.303 -1.249
H: -4.189 -0.317 -1.112
H: -4.145 0.861 2.786
H: -1.652 0.914 2.853
C: 0.638 1.473 1.441
C: 1.646 1.395 2.391
C: 2.175 2.546 2.948
C: 1.705 3.788 2.560
C: 0.705 3.875 1.606
C: 0.176 2.725 1.049
H: -0.605 2.796 0.305
H: 0.336 4.841 1.295
H: 2.117 4.686 2.997
H: 2.959 2.472 3.689
H: 2.012 0.423 2.685
H: 0.405 0.156 -0.219
H: 0.415 -3.032 1.416
H: -0.561 -2.250 0.164
H: 2.191 -3.148 -0.017
H: 2.183 -1.389 -0.141
H: 0.456 -3.242 -1.854
H: 2.046 -2.596 -2.333
H: -0.587 -0.304 -3.512
H: -0.663 -2.086 -3.558
H: 1.599 -2.173 -4.568
H: 1.780 -0.425 -4.369
H: 0.584 -1.073 -5.500

For the total energy, the calculation gives -23013.2882 eV. Its frontier orbital gap is 9.717 eV. The value obtained for the energy above the lowest of the compared OMol25 structures with the same formula, charge and spin is 206.6 kJ/mol.

=====

Entry 3:
C34H41ErNO4PS3 | ωB97M-V/def2-TZVPD

Geometry (Å):
Er: -0.305 0.042 -0.027
S: 0.003 -4.030 4.465
P: -1.497 -2.738 4.448
S: -1.782 -1.420 2.985
C: -1.424 -1.879 6.075
C: -1.009 -0.556 6.158
C: -0.802 0.036 7.401
C: -1.005 -0.692 8.565
C: -1.425 -2.017 8.484
C: -1.634 -2.605 7.246
C: -3.101 -3.635 4.618
C: -3.182 -5.000 4.382
C: -4.420 -5.639 4.361
C: -5.583 -4.915 4.578
C: -5.507 -3.547 4.823
C: -4.275 -2.911 4.837
H: -0.833 -0.006 5.241
H: -0.477 1.069 7.457
H: -0.835 -0.237 9.534
H: -1.578 -2.594 9.389
H: -1.948 -3.641 7.178
H: -2.264 -5.552 4.213
H: -4.473 -6.703 4.156
H: -6.547 -5.411 4.549
H: -6.415 -2.973 4.975
H: -4.208 -1.840 4.997
C: -1.985 2.604 -1.594
C: -0.468 2.738 -1.790
C: 0.056 3.919 -0.972
O: 0.182 1.564 -1.469
H: -2.508 3.551 -1.759
H: -2.188 2.279 -0.568
H: -2.380 1.853 -2.280
H: -0.306 2.986 -2.853
H: -0.096 3.715 0.088
H: -0.457 4.853 -1.232
H: 1.129 4.041 -1.144
C: 1.067 -3.349 0.438
C: -0.059 -4.194 -0.174
C: -1.365 -4.126 0.625
C: -0.336 -3.903 -1.639
C: -0.190 -4.954 -2.530
C: -0.504 -4.849 -3.883
C: -1.037 -3.639 -4.313
C: -1.235 -2.554 -3.469
C: -1.889 -1.328 -4.095
C: -0.913 -0.154 -4.243
C: -3.160 -0.894 -3.354
C: -0.827 -2.599 -2.070
N: -0.889 -1.533 -1.257
H: 1.218 -3.606 1.489
H: 0.843 -2.291 0.364
H: 1.999 -3.511 -0.115
H: 0.282 -5.233 -0.107
H: -1.805 -3.140 0.551
H: -1.190 -4.351 1.680
H: -2.076 -4.858 0.224
H: 0.171 -5.906 -2.143
H: -0.365 -5.679 -4.567
H: -1.323 -3.531 -5.359
H: -2.196 -1.628 -5.104
H: -0.610 0.214 -3.264
H: -1.376 0.671 -4.804
H: -0.015 -0.473 -4.782
H: -2.896 -0.640 -2.331
H: -3.885 -1.714 -3.325
H: -3.628 -0.030 -3.844
C: 1.443 6.794 4.467
C: 1.243 5.466 3.784
C: 2.263 4.522 3.731
C: 2.064 3.288 3.134
C: 0.835 2.989 2.566
C: -0.194 3.916 2.613
C: 0.018 5.151 3.208
S: 0.473 1.287 2.206
O: 0.654 0.664 3.477
O: -0.901 1.297 1.640
O: 1.388 0.756 1.174
H: 2.417 6.843 4.954
H: 0.674 6.960 5.223
H: 1.380 7.616 3.750
H: 3.217 4.745 4.195
H: 2.848 2.540 3.117
H: -1.158 3.657 2.195
H: -0.790 5.872 3.251

For the total energy, the calculation gives -115024.2035 eV. Its multiplicity is 4. Its frontier orbital gap (alpha / beta) is 4.053 / 4.062 eV. The charge is -2.

=====

Entry 4:
C4H11N6 | ωB97M-V/def2-TZVPD

Geometry (Å):
C: -0.214 -1.198 -0.555
C: 1.886 -0.112 0.019
C: 0.060 1.190 -0.568
C: -2.787 0.812 0.806
N: -0.966 -2.212 -0.615
N: 1.361 1.093 0.007
N: -0.777 0.073 -0.234
N: 1.218 -1.155 -0.466
N: 3.133 -0.264 0.465
N: -2.165 0.192 -0.368
H: -0.388 1.946 0.080
H: 0.161 1.445 -1.594
H: -2.950 1.849 0.570
H: -3.696 0.446 0.981
H: -2.067 0.665 1.578
H: -0.477 -3.123 -0.862
H: 1.942 1.847 0.365
H: 1.629 -2.113 -0.442
H: 3.758 0.516 0.785
H: 3.716 -1.139 0.588
H: -2.376 -0.757 -0.541

For the total energy, the calculation gives -13259.2486 eV. Its frontier orbital gap is 8.637 eV. The charge is +1. The value obtained for the energy above the lowest of the compared OMol25 structures with the same formula, charge and spin is 118.7 kJ/mol.

=====

Entry 5:
C14H11F12FeN2OSbSe2 | ωB97M-V/def2-TZVPD

Geometry (Å):
Fe: 0.329 -0.123 0.122
Se: -2.947 -2.010 0.648
Se: -2.849 0.090 -0.266
C: -2.044 -0.292 -1.999
C: -2.733 -0.850 -3.055
C: -2.028 -1.030 -4.238
C: -0.704 -0.626 -4.309
C: -0.102 -0.093 -3.175
N: -0.772 0.061 -2.043
C: -1.841 -1.626 2.163
C: -1.866 -2.472 3.263
C: -1.126 -2.115 4.379
C: -0.417 -0.922 4.355
C: -0.413 -0.172 3.189
N: -1.097 -0.527 2.106
H: -3.767 -1.141 -2.949
H: -2.517 -1.479 -5.088
H: -0.134 -0.735 -5.217
H: 0.932 0.217 -3.163
H: -2.450 -3.379 3.234
H: -1.125 -2.748 5.253
H: 0.136 -0.580 5.214
H: 0.152 0.741 3.120
C: 2.463 3.436 -1.059
C: 1.593 2.691 -0.040
O: 1.606 1.344 -0.166
C: 2.073 3.057 1.394
F: 1.889 4.338 1.701
F: 3.360 2.785 1.550
F: 1.397 2.330 2.301
C: 0.094 3.088 -0.169
F: -0.272 4.292 0.213
F: -0.336 2.896 -1.416
F: -0.641 2.190 0.584
H: 3.490 3.103 -0.933
H: 2.401 4.509 -0.892
H: 2.132 3.203 -2.067
F: 1.893 -1.518 -1.123
Sb: 1.278 -3.238 -0.397
F: 1.101 -3.942 -2.131
F: 2.964 -3.910 0.043
F: 0.245 -4.494 0.569
F: 1.145 -2.043 1.219
F: -0.491 -2.305 -0.724

For the total energy, the calculation gives -223948.8371 eV. Its multiplicity is 6. Its frontier orbital gap (alpha / beta) is 8.112 / 5.205 eV. The charge is +1.

=====

Entry 6:
C19H20AlBCl7F13KN3O18S3 | ωB97M-V/def2-TZVPD

Geometry (Å):
C: -2.395 -3.569 3.586
B: -2.102 -3.450 1.994
O: -2.072 -4.661 1.235
C: -1.882 -2.075 1.159
N: -0.464 -1.630 1.052
S: 0.148 -0.965 2.451
O: 1.418 -0.256 2.068
O: 0.552 -1.999 3.401
C: -1.009 0.215 3.329
F: -0.335 0.583 4.492
F: -2.158 -0.417 3.785
C: -1.327 1.584 2.577
F: -0.206 2.238 2.049
F: -1.849 2.435 3.536
C: -2.406 1.497 1.426
F: -3.599 0.971 1.815
F: -2.680 2.804 1.056
F: -1.911 0.911 0.277
C: -2.349 -2.395 -0.340
O: -3.498 -2.065 -0.720
O: -1.550 -3.013 -1.148
H: -1.539 -3.274 4.249
H: -2.584 -4.706 3.800
H: -3.365 -2.992 3.874
H: -3.019 -4.894 1.121
H: -2.607 -1.298 1.527
H: -0.270 -1.068 0.214
K: -4.607 -4.364 4.009
C: -0.224 3.839 -1.357
O: -1.179 3.199 -2.194
H: 0.134 4.736 -1.856
H: -0.691 4.116 -0.407
H: 0.620 3.168 -1.175
H: -1.484 2.408 -1.735
C: -0.605 2.882 -5.654
Cl: -2.213 3.603 -5.532
Cl: -0.697 1.131 -5.460
Cl: 0.152 3.299 -7.200
H: 0.011 3.282 -4.855
Al: 1.885 1.885 1.572
C: 4.707 -0.160 0.920
F: 3.719 0.799 0.935
F: 4.286 -1.155 1.714
F: 4.728 -0.664 -0.320
S: 6.327 0.514 1.435
O: 6.100 0.981 2.782
O: 6.601 1.548 0.467
N: 7.144 -0.825 1.284
S: 8.689 -0.676 1.644
O: 8.996 -0.463 3.036
O: 9.485 0.086 0.718
C: 9.159 -2.416 1.333
F: 8.913 -2.787 0.061
F: 8.475 -3.275 2.115
F: 10.462 -2.640 1.558
C: 4.539 3.418 -2.999
C: 5.055 2.983 -4.148
C: 4.361 3.211 -5.435
O: 4.827 2.814 -6.484
C: 3.073 3.942 -5.399
C: 2.557 4.376 -4.251
C: 3.252 4.148 -2.962
O: 2.782 4.546 -1.913
H: 5.033 3.260 -2.047
H: 5.995 2.448 -4.193
H: 2.582 4.098 -6.351
H: 1.615 4.912 -4.205
C: -4.807 -6.733 7.882
O: -5.098 -7.118 9.003
O: -5.626 -6.425 6.990
O: -3.643 -6.586 7.453
C: -9.526 -5.514 1.947
Cl: -10.865 -6.357 2.739
Cl: -9.223 -6.237 0.361
Cl: -9.934 -3.802 1.751
Cl: -8.062 -5.661 2.952
O: 2.438 1.339 -8.354
H: 1.788 2.046 -8.247
H: 3.253 1.713 -7.993
C: -5.127 1.882 -1.056
N: -6.531 2.356 -1.189
O: -6.733 3.549 -1.059
O: -7.376 1.513 -1.417
H: -4.487 2.736 -0.855
H: -5.098 1.173 -0.232
H: -4.850 1.405 -1.995

For the total energy, the calculation gives -240424.7961 eV. Its frontier orbital gap is 1.462 eV.

=====

Q: Look up the total energy of the second one.
A: -23013.2882 eV